Entry from OMol25: C38H38BF12O5PSiTi as an isolated structure at a distorted geometry (ωB97M-V with the def2-TZVPD basis set).

Relative energy (zero: lowest compared OMol25 entry of this formula, charge and spin): 0.0 kJ/mol

```
! RIJCOSX wB97M-V def2-TZVPD def2/J DEFGRID3
* xyz -2 1
Ti 0.26 -0.42 -0.90
C -3.74 -5.93 -0.55
C -4.49 -4.98 0.14
C -4.23 -3.63 -0.05
C -3.25 -3.20 -0.96
C -2.50 -4.16 -1.63
C -2.74 -5.52 -1.42
P -2.90 -1.40 -1.11
C -4.54 -0.75 -1.67
C -4.63 0.65 -1.67
C -5.78 1.30 -2.09
C -6.89 0.56 -2.49
C -6.82 -0.83 -2.48
C -5.66 -1.48 -2.08
C -2.01 -1.34 -2.74
C -2.71 -1.70 -3.91
C -2.08 -1.70 -5.14
C -0.74 -1.33 -5.21
C -0.06 -0.97 -4.07
C -0.66 -0.94 -2.79
H -3.93 -6.99 -0.39
H -5.25 -5.28 0.84
H -4.79 -2.89 0.51
H -1.72 -3.85 -2.31
H -2.15 -6.25 -1.95
H -3.77 1.24 -1.35
H -5.82 2.38 -2.09
H -7.80 1.06 -2.81
H -7.67 -1.42 -2.81
H -5.62 -2.56 -2.08
H -3.75 -2.00 -3.85
H -2.63 -1.97 -6.03
H -0.22 -1.33 -6.17
H 0.98 -0.69 -4.16
F -1.81 3.64 1.83
C -2.31 2.63 1.10
F -2.48 3.08 -0.15
F -3.55 2.37 1.58
C -1.42 1.37 1.22
O -1.27 0.97 2.36
O -1.01 0.91 0.11
F 1.53 -2.83 -2.32
C 1.91 -1.67 -1.66
F 2.85 -2.15 -0.77
F 2.68 -1.00 -2.60
C 0.86 -4.00 0.91
C 0.23 -2.72 1.45
O -0.07 -1.84 0.45
C -1.11 -3.09 2.20
F -2.03 -2.13 2.09
F -0.96 -3.34 3.51
F -1.65 -4.21 1.68
C 1.21 -2.10 2.49
F 1.65 -3.04 3.36
F 0.65 -1.13 3.20
F 2.30 -1.61 1.90
H 0.26 -4.33 0.06
H 0.90 -4.78 1.66
H 1.86 -3.77 0.55
C 3.60 3.78 5.38
C 4.82 3.43 4.54
C 5.74 2.53 5.38
C 5.56 4.73 4.20
C 4.44 2.70 3.25
C 5.44 2.31 2.36
C 5.17 1.63 1.17
C 3.85 1.35 0.89
O 3.31 0.69 -0.17
B 1.90 0.62 0.06
O 1.65 1.32 1.27
C 2.85 1.73 1.76
C 3.10 2.40 2.93
H 3.92 4.31 6.29
H 3.05 2.89 5.69
H 2.91 4.44 4.84
H 6.02 3.04 6.32
H 6.66 2.28 4.85
H 5.24 1.60 5.64
H 5.83 5.27 5.12
H 4.93 5.38 3.59
H 6.48 4.54 3.64
H 6.48 2.54 2.59
H 5.96 1.33 0.49
H 2.28 2.65 3.58
C 2.04 1.91 -3.53
Si 0.67 1.81 -2.23
C -0.86 2.38 -3.17
C 1.08 3.33 -1.16
H 2.22 2.96 -3.79
H 1.77 1.37 -4.45
H 2.98 1.47 -3.16
H -0.69 3.36 -3.62
H -1.73 2.44 -2.51
H -1.11 1.67 -3.97
H 1.07 4.24 -1.76
H 2.08 3.22 -0.71
H 0.37 3.45 -0.33
*
```

Results of the Löwdin charge analysis, in e, for atoms 1 through 2: 0.835 -0.115



Entry from OMol25: C38H38CaN8O2 as an isolated structure at a distorted geometry (ωB97M-V with the def2-TZVPD basis set).

Relative energy (zero: lowest compared OMol25 entry of this formula, charge and spin): 122.9 kJ/mol

```
! RIJCOSX wB97M-V def2-TZVPD def2/J DEFGRID3
* xyz 0 1
Ca 0.27 0.21 0.16
C -2.38 -0.53 -1.89
C -2.38 -2.02 -1.57
C -1.05 -2.70 -1.42
C -0.83 -3.92 -2.05
C 0.27 -4.68 -1.71
C 1.11 -4.20 -0.72
C 0.87 -2.94 -0.21
N -0.16 -2.19 -0.57
N -1.93 0.38 -0.85
C -2.81 0.40 0.31
C -2.71 -0.77 1.24
C -3.85 -1.23 1.90
C -3.73 -2.26 2.82
C -2.48 -2.81 3.04
C -1.40 -2.27 2.35
N -1.52 -1.29 1.48
C -1.95 1.72 -1.44
C -1.31 2.79 -0.61
C -1.90 4.04 -0.47
C -1.22 5.03 0.22
C 0.00 4.73 0.79
C 0.49 3.44 0.64
N -0.12 2.52 -0.08
H -1.73 -0.39 -2.76
H -3.41 -0.27 -2.20
H -2.94 -2.20 -0.65
H -2.92 -2.53 -2.38
H -1.54 -4.27 -2.79
H 0.46 -5.62 -2.19
H 1.95 -4.77 -0.36
H 1.52 -2.50 0.53
H -2.51 1.26 0.92
H -3.86 0.53 0.01
H -4.81 -0.77 1.71
H -4.60 -2.63 3.34
H -2.34 -3.61 3.75
H -0.40 -2.66 2.50
H -1.35 1.66 -2.35
H -2.97 2.03 -1.70
H -2.87 4.23 -0.90
H -1.64 6.02 0.30
H 0.56 5.47 1.33
H 1.42 3.13 1.10
O 0.43 0.77 -2.57
C 0.78 -0.28 -3.23
C 0.12 -0.66 -4.42
C 0.39 -1.86 -5.02
C 1.35 -2.73 -4.50
C 2.07 -2.35 -3.39
C 1.82 -1.14 -2.75
C 2.57 -0.63 -1.65
N 3.32 -1.29 -0.86
C 3.99 -0.54 0.15
C 3.49 -0.91 1.54
N 2.15 -0.41 1.84
C 1.78 -0.63 3.05
C 0.63 -0.15 3.75
C 0.49 -0.52 5.10
C -0.51 -0.02 5.89
C -1.41 0.90 5.35
C -1.33 1.26 4.04
C -0.33 0.74 3.16
O -0.32 1.07 1.94
H -0.62 0.01 -4.84
H -0.15 -2.14 -5.92
H 1.54 -3.68 -4.99
H 2.86 -2.98 -3.00
H 2.49 0.46 -1.52
H 3.87 0.55 0.01
H 5.06 -0.80 0.09
H 4.20 -0.49 2.27
H 3.52 -2.00 1.65
H 2.45 -1.22 3.70
H 1.20 -1.23 5.52
H -0.60 -0.31 6.92
H -2.19 1.32 5.98
H -2.03 1.96 3.61
N 1.94 2.99 -2.06
C 1.79 4.26 -2.47
C 2.62 5.04 -1.69
C 3.23 4.12 -0.82
N 2.81 2.89 -1.06
H 1.41 2.15 -2.35
H 1.13 4.53 -3.27
H 2.76 6.10 -1.73
H 3.95 4.32 -0.05
*
```

Results of the Löwdin charge analysis, in e, for atoms 1 through 2: 1.375 -0.162



Entry from OMol25: C38H38F3N2O3SSiY as an isolated structure (ωB97M-V with the def2-TZVPD basis set).

Relative energy (zero: lowest compared OMol25 entry of this formula, charge and spin): 32.5 kJ/mol

```
! RIJCOSX wB97M-V def2-TZVPD def2/J DEFGRID3
* xyz 0 1
Y -0.92 0.88 -0.47
C -3.26 3.34 -0.77
C -3.73 2.07 -1.09
C -4.30 1.27 -0.10
C -4.44 1.76 1.19
C -4.00 3.04 1.50
C -3.41 3.83 0.52
H -2.80 3.95 -1.54
H -3.69 1.73 -2.12
H -4.66 0.28 -0.35
H -4.88 1.14 1.96
H -4.10 3.42 2.51
H -3.05 4.82 0.77
C -1.99 -1.26 -0.70
Si -0.77 -2.59 -0.45
C 0.02 -2.09 1.21
N 0.60 -0.71 1.21
C 2.00 -0.80 0.70
C 2.89 0.27 1.31
C 3.11 -0.04 2.80
C 1.85 -0.71 3.39
C 0.64 -0.21 2.62
C 0.55 -2.66 -1.79
C 0.39 -2.03 -3.02
C 1.38 -2.06 -3.99
C 2.57 -2.72 -3.74
C 2.76 -3.38 -2.52
C 1.75 -3.34 -1.57
C -1.41 -4.35 -0.20
C -2.27 -4.63 0.87
C -2.79 -5.90 1.07
C -2.46 -6.93 0.19
C -1.61 -6.67 -0.88
C -1.10 -5.39 -1.07
H -2.72 -1.39 0.12
H -2.54 -1.32 -1.64
H 0.73 -2.81 1.62
H -0.84 -2.08 1.89
H 1.98 -0.77 -0.39
H 2.42 -1.78 0.95
H 2.43 1.25 1.19
H 3.84 0.30 0.79
H 3.32 0.89 3.34
H 3.98 -0.68 2.93
H 1.74 -0.47 4.45
H 1.92 -1.80 3.32
H 0.66 0.88 2.62
H -0.31 -0.48 3.09
H -0.53 -1.49 -3.23
H 1.23 -1.56 -4.94
H 3.35 -2.74 -4.49
H 3.68 -3.91 -2.33
H 1.91 -3.86 -0.63
H -2.56 -3.84 1.56
H -3.45 -6.10 1.90
H -2.86 -7.92 0.34
H -1.35 -7.46 -1.57
H -0.43 -5.21 -1.91
F -0.13 0.46 -6.03
C 0.55 1.58 -5.73
F 1.47 1.73 -6.71
F -0.29 2.62 -5.84
C 1.21 1.50 -4.38
C 2.58 1.59 -4.27
C 3.17 1.51 -3.02
C 2.36 1.30 -1.93
N 1.03 1.17 -2.02
C 0.43 1.32 -3.22
S -1.30 1.27 -3.20
H 3.18 1.73 -5.16
H 4.24 1.60 -2.90
H 2.77 1.24 -0.94
O -1.37 2.63 4.14
C -0.40 3.52 3.83
C 0.14 4.34 4.82
C 1.13 5.26 4.53
C 1.61 5.37 3.23
C 1.08 4.56 2.24
C 0.08 3.62 2.52
C -0.39 2.77 1.39
O -1.23 1.84 1.59
O 0.08 2.96 0.24
H -1.57 2.71 5.08
H -0.24 4.26 5.84
H 1.53 5.88 5.31
H 2.38 6.09 2.99
H 1.43 4.62 1.22
*
```

Results of the Löwdin charge analysis, in e, for atoms 1 through 2: 1.465 -0.105



Entry from OMol25: a 5-piece molecular cluster, C38H38F4O3 overall at a distorted geometry (ωB97M-V with the def2-TZVPD basis set).

```
! RIJCOSX wB97M-V def2-TZVPD def2/J DEFGRID3
* xyz 0 1
C -3.47 4.65 2.03
C -3.42 3.86 0.70
O -4.29 4.54 -0.19
C -4.05 4.34 -1.57
C -4.53 3.01 -2.15
C -3.64 1.82 -1.84
C -3.99 0.90 -0.85
C -3.14 -0.16 -0.56
C -1.93 -0.33 -1.23
C -1.57 0.57 -2.24
C -0.30 0.43 -3.04
C -2.43 1.63 -2.52
C -2.70 4.81 -2.08
C -2.81 6.34 -2.05
O -4.18 6.59 -2.32
C -4.92 5.47 -2.19
O -6.06 5.42 -2.47
H -4.07 4.11 2.76
H -3.91 5.62 1.82
H -2.47 4.79 2.42
H -3.74 2.84 0.91
H -2.39 3.84 0.37
H -4.62 3.10 -3.23
H -5.53 2.81 -1.77
H -4.92 1.03 -0.32
H -3.41 -0.86 0.22
H -1.26 -1.14 -0.99
H 0.08 1.43 -3.23
H 0.48 -0.11 -2.51
H -0.51 -0.01 -4.01
H -2.17 2.34 -3.29
H -1.85 4.35 -1.59
H -2.62 4.52 -3.13
H -2.16 6.71 -2.83
H -2.52 6.66 -1.05
F -0.74 2.88 2.05
C -0.31 2.68 3.31
C -1.22 2.33 4.29
C -0.77 2.13 5.58
C 0.58 2.27 5.88
C 1.48 2.62 4.88
C 1.04 2.83 3.58
H -2.27 2.23 4.03
H -1.47 1.85 6.36
H 0.93 2.11 6.89
H 2.52 2.74 5.12
H 1.72 3.10 2.79
F 4.17 2.57 3.86
C 4.53 1.37 3.35
C 4.36 0.24 4.13
C 4.72 -0.99 3.60
C 5.24 -1.08 2.32
C 5.40 0.07 1.56
C 5.04 1.31 2.07
H 3.96 0.33 5.13
H 4.59 -1.89 4.20
H 5.51 -2.04 1.91
H 5.81 0.00 0.56
H 5.15 2.21 1.49
F 5.96 -3.03 0.27
C 5.26 -3.58 -0.74
C 5.50 -3.15 -2.03
C 4.78 -3.72 -3.07
C 3.82 -4.68 -2.81
C 3.58 -5.09 -1.50
C 4.31 -4.54 -0.46
H 6.25 -2.39 -2.21
H 4.96 -3.40 -4.09
H 3.25 -5.12 -3.62
H 2.83 -5.85 -1.28
H 4.15 -4.85 0.57
F 1.26 -6.75 -0.38
C 0.22 -7.06 -1.19
C -1.03 -7.21 -0.64
C -2.09 -7.52 -1.48
C -1.88 -7.69 -2.84
C -0.61 -7.53 -3.37
C 0.46 -7.21 -2.54
H -1.17 -7.09 0.43
H -3.08 -7.64 -1.06
H -2.71 -7.93 -3.49
H -0.45 -7.66 -4.43
H 1.45 -7.08 -2.94
*
```

Results of the Löwdin charge analysis, in e, for atoms 1 through 2: -0.045 -0.224



Entry from OMol25: C38H38F6NNaO9S3Sb as an isolated structure at a distorted geometry (ωB97M-V with the def2-TZVPD basis set).

Relative energy (zero: lowest compared OMol25 entry of this formula, charge and spin): 95.1 kJ/mol

```
! RIJCOSX wB97M-V def2-TZVPD def2/J DEFGRID3
* xyz -1 1
Na -1.03 0.34 3.66
C -0.85 -3.15 3.09
C 0.40 -2.88 2.26
O 0.90 -1.37 4.06
C 1.84 -0.61 4.82
C 1.10 -0.25 6.07
O -0.24 0.14 5.76
C -1.29 0.01 6.73
C -2.38 -0.89 6.21
O -3.00 -0.26 5.08
C -3.80 -1.08 4.21
C -3.04 -2.26 3.61
O -1.73 -2.01 3.05
H -0.67 -3.42 4.13
H -1.38 -4.01 2.61
H 0.18 -2.65 1.16
H 1.01 -3.79 2.26
H 2.13 0.30 4.24
H 2.68 -1.25 5.09
H 1.67 0.53 6.67
H 1.10 -1.21 6.65
H -1.71 0.97 6.90
H -0.87 -0.43 7.67
H -3.13 -1.05 6.98
H -1.97 -1.83 5.86
H -4.19 -0.42 3.40
H -4.65 -1.48 4.79
H -3.69 -2.68 2.82
H -2.87 -3.08 4.33
C 8.26 1.95 -1.42
C 6.72 1.93 -1.19
O 5.89 1.38 -1.87
S 6.32 2.84 0.31
C 5.05 1.74 0.81
C 3.84 1.45 0.14
C 3.02 0.40 0.46
C 3.30 -0.44 1.61
C 4.57 -0.24 2.19
C 5.39 0.87 1.90
C 2.29 -1.20 2.18
C 1.27 -1.77 2.80
H 8.60 2.98 -1.42
H 8.40 1.52 -2.42
H 8.84 1.36 -0.69
H 3.46 2.08 -0.66
H 2.17 0.18 -0.20
H 4.93 -0.91 2.97
H 6.21 1.12 2.58
C -3.77 2.65 -5.76
C -2.48 2.22 -6.05
C -1.95 1.07 -5.37
C -2.74 0.39 -4.46
C -4.10 0.61 -4.47
C -4.55 1.81 -4.95
Sb -1.79 -0.90 -2.91
C -2.58 -2.65 -3.87
C -2.28 -3.83 -3.16
C -2.80 -5.07 -3.59
C -3.61 -5.09 -4.72
C -3.76 -3.98 -5.53
C -3.23 -2.71 -5.09
C 0.25 -0.58 -3.79
C 0.75 0.72 -3.77
C 2.13 0.91 -3.94
C 2.99 -0.18 -4.11
C 2.48 -1.48 -4.02
C 1.13 -1.67 -3.83
H -4.22 3.55 -6.18
H -1.82 2.69 -6.79
H -0.94 0.72 -5.66
H -4.76 -0.16 -4.05
H -5.56 2.11 -4.63
H -1.59 -3.81 -2.29
H -2.63 -5.95 -2.98
H -4.08 -6.06 -4.95
H -4.36 -4.00 -6.46
H -3.24 -1.87 -5.82
H 0.06 1.55 -3.68
H 2.52 1.89 -3.83
H 4.06 -0.10 -4.28
H 3.09 -2.39 -4.02
H 0.81 -2.72 -3.70
F -0.13 2.96 4.12
C -1.15 3.58 3.43
F -2.25 3.08 4.03
F -1.10 4.86 3.63
S -0.80 3.03 1.64
O -1.25 1.67 1.76
O 0.65 3.15 1.62
N -1.71 3.97 0.77
S -1.14 4.81 -0.57
O 0.26 5.18 -0.64
O -2.16 5.75 -0.89
C -1.41 3.43 -1.87
F -1.19 4.02 -3.05
F -0.47 2.49 -1.63
F -2.61 2.86 -1.91
*
```

Results of the Löwdin charge analysis, in e, for atoms 1 through 2: 0.431 -0.207



no.,HOMO (eV),energy (eV)
1,-1.7,-123835.8752
2,-7.1,-74480.7615
3,-7.8,-77059.6989
4,-8.9,-57034.3909
5,-2.4,-119699.6496